--- A ---
Below is C25H36N4O6 in the gas phase, with properties calculated with the ωB97M-V functional and the def2-TZVPD basis.

Element x y z (Å)
C (6.003, 3.373, -0.403)
C (4.581, 3.678, 0.041)
O (3.684, 2.971, -0.810)
C (2.427, 2.689, -0.274)
C (1.584, 3.946, 0.039)
N (0.295, 3.548, 0.532)
C (-0.801, 3.429, -0.224)
O (-0.947, 3.823, -1.369)
C (-1.919, 2.697, 0.523)
O (-1.757, 2.259, 1.650)
N (-3.020, 2.559, -0.223)
C (-4.155, 1.768, 0.166)
C (-4.318, 0.487, -0.696)
C (-5.546, -0.246, -0.242)
C (-6.519, -0.879, -0.958)
C (-7.416, -1.431, -0.012)
C (-6.922, -1.093, 1.208)
O (-5.792, -0.378, 1.079)
N (-3.196, -0.434, -0.709)
C (-2.643, -0.791, 0.583)
C (-1.746, -2.023, 0.442)
N (-0.710, -1.755, -0.529)
C (0.514, -2.408, -0.467)
C (0.775, -3.439, 0.436)
C (2.030, -4.015, 0.543)
C (3.071, -3.588, -0.267)
O (4.349, -4.084, -0.245)
C (4.638, -5.130, 0.646)
C (2.822, -2.571, -1.186)
C (1.577, -1.992, -1.280)
C (-1.291, -1.408, -1.807)
C (-2.134, -0.144, -1.650)
O (2.477, 1.946, 0.907)
C (2.923, 0.605, 0.748)
C (2.566, -0.179, 1.997)
H (6.709, 3.923, 0.214)
H (6.133, 3.663, -1.442)
H (6.205, 2.309, -0.315)
H (4.426, 3.362, 1.079)
H (4.387, 4.757, -0.036)
H (1.926, 2.111, -1.071)
H (2.089, 4.545, 0.800)
H (1.447, 4.526, -0.875)
H (0.268, 3.061, 1.423)
H (-2.978, 2.961, -1.152)
H (-5.070, 2.361, 0.073)
H (-4.012, 1.494, 1.213)
H (-4.485, 0.786, -1.738)
H (-6.588, -0.944, -2.024)
H (-8.302, -1.996, -0.216)
H (-7.266, -1.290, 2.204)
H (-3.462, -1.024, 1.265)
H (-2.044, 0.023, 1.019)
H (-1.294, -2.222, 1.414)
H (-2.360, -2.888, 0.142)
H (-0.009, -3.823, 1.069)
H (2.170, -4.807, 1.262)
H (4.489, -4.827, 1.688)
H (4.030, -6.018, 0.438)
H (5.688, -5.370, 0.490)
H (3.632, -2.239, -1.817)
H (1.435, -1.195, -1.994)
H (-0.515, -1.246, -2.552)
H (-1.948, -2.221, -2.158)
H (-2.573, 0.125, -2.614)
H (-1.479, 0.676, -1.317)
H (4.007, 0.591, 0.573)
H (2.431, 0.160, -0.126)
H (3.061, 0.246, 2.866)
H (2.875, -1.213, 1.872)
H (1.492, -0.149, 2.156)

The molar mass comes out at 488.58 g mol⁻¹. The HOMO energy is -7.4 eV.

--- B ---
Below is C25H36N4O6 in the gas phase, with properties calculated with the ωB97M-V functional and the def2-TZVPD basis.

Element x y z (Å)
C (-4.043, -1.591, 2.106)
C (-3.021, -0.851, 1.252)
O (-3.314, -0.825, -0.145)
C (-4.433, -0.127, -0.602)
C (-4.518, 1.343, -0.126)
N (-3.367, 2.097, -0.534)
C (-2.422, 2.557, 0.292)
O (-2.438, 2.503, 1.510)
C (-1.240, 3.152, -0.479)
O (-1.199, 3.125, -1.698)
N (-0.313, 3.671, 0.333)
C (1.026, 3.970, -0.099)
C (2.020, 2.967, 0.533)
C (3.347, 2.992, -0.164)
C (3.702, 2.922, -1.480)
C (5.118, 2.927, -1.511)
C (5.519, 2.995, -0.215)
O (4.457, 3.033, 0.607)
N (1.391, 1.656, 0.599)
C (1.918, 0.761, 1.607)
C (0.873, -0.342, 1.820)
N (0.594, -1.074, 0.607)
C (1.309, -2.224, 0.288)
C (0.838, -3.062, -0.733)
C (1.475, -4.240, -1.043)
C (2.606, -4.650, -0.337)
O (3.159, -5.842, -0.724)
C (4.286, -6.306, -0.027)
C (3.074, -3.842, 0.688)
C (2.437, -2.648, 0.988)
C (0.190, -0.169, -0.448)
C (1.229, 0.943, -0.653)
O (-5.666, -0.714, -0.291)
C (-6.092, -1.753, -1.156)
C (-5.336, -3.065, -0.983)
H (-5.026, -1.137, 2.012)
H (-3.729, -1.549, 3.146)
H (-4.107, -2.632, 1.802)
H (-2.884, 0.167, 1.633)
H (-2.058, -1.369, 1.289)
H (-4.291, -0.126, -1.699)
H (-5.428, 1.771, -0.556)
H (-4.588, 1.387, 0.962)
H (-3.153, 2.179, -1.522)
H (-0.475, 3.516, 1.321)
H (1.301, 4.988, 0.190)
H (1.033, 3.901, -1.188)
H (2.195, 3.269, 1.574)
H (3.046, 2.876, -2.325)
H (5.742, 2.884, -2.380)
H (6.491, 3.022, 0.237)
H (2.065, 1.310, 2.539)
H (2.883, 0.320, 1.303)
H (1.177, -1.029, 2.608)
H (-0.062, 0.143, 2.124)
H (-0.056, -2.792, -1.274)
H (1.103, -4.877, -1.830)
H (5.132, -5.617, -0.120)
H (4.066, -6.468, 1.034)
H (4.548, -7.258, -0.488)
H (3.943, -4.119, 1.265)
H (2.848, -2.048, 1.785)
H (0.055, -0.711, -1.381)
H (-0.765, 0.285, -0.168)
H (0.869, 1.625, -1.422)
H (2.178, 0.494, -0.994)
H (-6.007, -1.410, -2.198)
H (-7.150, -1.889, -0.917)
H (-4.270, -2.905, -1.123)
H (-5.690, -3.786, -1.715)
H (-5.502, -3.465, 0.014)

The molar mass comes out at 488.58 g mol⁻¹. The HOMO energy is -7.2 eV.

The winner here is A, beating the second structure by 3.5 kcal/mol.

--- A ---
Below is 2 unconnected molecules or ions with the total composition CH7N2O, with properties calculated with the ωB97M-V functional and the def2-TZVPD basis.

Element x y z (Å)
N (-2.368, 0.760, -0.919)
H (-2.080, 1.093, -0.003)
H (-2.234, -0.233, -0.909)
H (-1.574, 1.185, -1.394)
N (-0.358, -0.260, 0.696)
C (1.114, -0.617, -0.067)
O (2.102, 0.100, 0.348)
H (-0.125, 0.459, 1.379)
H (-0.400, -1.154, 1.181)
H (1.108, -1.704, 0.197)
H (0.795, -0.388, -1.119)

The molar mass comes out at 63.08 g mol⁻¹. As for the total charge: -1. The HOMO energy is -2.8 eV.

--- B ---
Below is 2 unconnected molecules or ions with the total composition CH7N2O, with properties calculated with the ωB97M-V functional and the def2-TZVPD basis.

Element x y z (Å)
O (-1.231, -0.989, 1.256)
H (-1.159, -1.638, 1.973)
N (0.542, -0.757, -0.957)
C (0.971, 0.578, -0.580)
N (0.032, 1.346, 0.203)
H (-0.111, -0.719, -1.728)
H (0.020, -1.116, -0.142)
H (1.271, 1.135, -1.479)
H (1.880, 0.488, -0.011)
H (-0.388, 0.697, 0.897)
H (-0.801, 1.596, -0.319)

The molar mass comes out at 63.08 g mol⁻¹. As for the total charge: -1. The HOMO energy is -3.2 eV.

--- C ---
Below is 2 unconnected molecules or ions with the total composition CH7N2O, with properties calculated with the ωB97M-V functional and the def2-TZVPD basis.

Element x y z (Å)
O (1.902, -1.103, 0.558)
H (2.615, -0.628, 0.106)
N (0.126, 1.034, 0.620)
C (-1.085, 0.343, 0.180)
N (-0.853, -0.764, -0.757)
H (0.525, 1.467, -0.209)
H (0.757, 0.218, 0.824)
H (-1.799, 1.026, -0.293)
H (-1.591, -0.036, 1.076)
H (0.021, -1.216, -0.454)
H (-0.619, -0.340, -1.651)

The molar mass comes out at 63.08 g mol⁻¹. As for the total charge: -1. The HOMO energy is -3.0 eV.

The winner here is B, beating the second structure by 2.1 kcal/mol.

--- A ---
Below is 2 unconnected molecules or ions with the total composition C5H13N4O, with properties calculated with the ωB97M-V functional and the def2-TZVPD basis.

Element x y z (Å)
C (0.971, 2.193, -0.294)
C (-0.429, 1.573, -0.112)
C (-0.355, 0.221, 0.563)
C (2.994, -0.653, 0.233)
C (2.002, -1.463, -0.629)
N (2.055, 1.578, -0.025)
N (2.496, 0.639, 0.553)
N (-1.467, -0.398, 0.644)
N (-4.089, 0.214, 0.025)
O (0.894, -1.995, 0.078)
H (1.142, 3.217, -0.551)
H (-0.908, 2.422, 0.475)
H (-0.659, 1.482, -1.203)
H (3.327, -1.055, 1.124)
H (3.887, -0.711, -0.263)
H (2.620, -2.356, -1.189)
H (1.452, -0.765, -1.440)
H (-2.464, -0.061, 0.672)
H (-1.280, -1.361, 0.897)
H (-5.010, 0.576, -0.280)
H (-4.370, -0.392, 0.768)
H (-3.779, -0.277, -0.783)
H (0.971, -2.629, 0.736)

The molar mass comes out at 145.19 g mol⁻¹. As for the total charge: +1. The HOMO energy (alpha / beta) is -11.8 / -11.8 eV.

--- B ---
Below is a gas-phase ion, C5H13N4O (charge +1), with properties calculated with the ωB97M-V functional and the def2-TZVPD basis.

Element x y z (Å)
N (-1.090, 0.784, -1.419)
C (-0.817, 0.288, -0.154)
N (-1.872, -0.419, 0.491)
C (-0.289, 1.316, 0.981)
C (1.206, 1.386, 0.841)
O (1.990, 1.865, 1.586)
C (1.570, 0.464, -0.265)
C (0.511, -0.597, -0.287)
N (0.356, -1.484, -1.330)
N (0.520, -1.537, 0.939)
H (-0.295, 1.508, -1.634)
H (-2.053, 1.101, -1.459)
H (-2.580, 0.167, 0.840)
H (-2.294, -0.994, -0.285)
H (-0.527, 0.923, 2.065)
H (-0.749, 2.220, 0.813)
H (1.439, 1.013, -1.236)
H (2.513, 0.061, -0.256)
H (1.225, -1.628, -1.877)
H (-0.258, -0.968, -1.922)
H (-0.352, -1.491, 1.449)
H (1.266, -1.378, 1.459)
H (0.579, -2.601, 0.660)

The molar mass comes out at 145.19 g mol⁻¹. As for the total charge: +1. The HOMO energy is -13.6 eV.

The winner here is B, beating the second structure by 128.8 kcal/mol.

--- A ---
Below is C4H6 in the gas phase, with properties calculated with the ωB97M-V functional and the def2-TZVPD basis.

Element x y z (Å)
C (2.138, -0.666, -0.366)
C (1.137, -0.454, 0.271)
C (-0.303, -0.418, 0.518)
C (-1.001, 0.854, -0.025)
H (2.778, -1.091, -1.104)
H (-0.645, -0.673, 1.521)
H (-0.469, -1.336, -0.061)
H (-1.535, 0.652, -0.963)
H (-0.271, 1.644, -0.240)
H (-1.727, 1.273, 0.691)

The molar mass comes out at 54.09 g mol⁻¹. The HOMO energy is -9.7 eV.

--- B ---
Below is C4H6 in the gas phase, with properties calculated with the ωB97M-V functional and the def2-TZVPD basis.

Element x y z (Å)
C (-1.047, 1.010, 0.066)
C (-0.365, -0.252, 0.453)
C (0.823, -0.764, 0.026)
C (2.045, -0.189, -0.405)
H (-1.768, 0.757, -0.728)
H (-0.364, 1.768, -0.327)
H (-1.644, 1.404, 0.894)
H (-0.981, -0.955, 1.017)
H (0.750, -1.854, 0.074)
H (2.550, -0.925, -1.070)

The molar mass comes out at 54.09 g mol⁻¹. The HOMO energy (alpha / beta) is -8.1 / -8.6 eV.

The winner here is A, beating the second structure by 48.8 kcal/mol.